1.
The following is a quantum chemistry calculation of one molecule with the formula HNO3S3 at a distorted geometry, from the OMol25 dataset.

Cartesian coordinates (Å):
N (0.41554, -0.26307, -1.29410)
O (0.26127, 1.60809, 1.94393)
O (1.01317, -1.12327, 1.10748)
O (-1.10466, -1.72430, 0.11030)
S (0.44410, 1.37784, -1.06265)
S (-0.60553, 1.46069, 0.79513)
S (-0.07245, -0.78806, 0.29871)
H (-0.35143, -0.54792, -1.89880)

Forces on atoms 1 to 6 (eV/Å):
N -0.339 -1.739 0.789
O 0.308 0.800 0.323
O 1.836 0.137 1.146
O -1.602 -0.939 -0.336
S 0.615 2.528 -0.227
S 0.052 -1.940 -0.281

Properties
HOMO energy: -9.84 eV
Gap between HOMO and LUMO: 8.32 eV
Charge: 0

2.
The following is a quantum chemistry calculation of an isolated ion of composition C3H9N3P and charge +1 at a distorted geometry, from the OMol25 dataset.

Cartesian coordinates (Å):
H (-3.49554, -0.08186, -1.18572)
P (-2.76235, -0.74183, -0.01420)
N (-1.46816, -0.04198, 0.43286)
C (-0.87631, 1.25784, 0.06754)
C (0.71117, 1.13793, -0.14463)
N (1.17344, 0.06882, 0.83368)
N (1.34030, -1.23033, 0.51428)
C (1.29333, -1.82763, -0.60492)
H (-1.09211, 1.95161, 0.88542)
H (-1.24678, 1.89650, -0.75761)
H (0.96579, 1.14610, -1.24990)
H (1.11888, 2.09326, 0.19050)
H (0.69729, 0.24920, 1.73961)
H (1.36418, -1.68707, 1.50762)
H (0.90637, -1.29762, -1.50223)
H (1.37051, -2.89294, -0.71231)

Forces on atoms 1 to 6 (eV/Å):
H 1.026 0.185 0.956
P -1.547 -1.065 -0.745
N 0.751 2.000 -0.933
C 0.876 0.371 -0.201
C -1.759 -0.029 0.337
N 0.322 2.449 -1.413

Properties
HOMO energy: -12.95 eV
Gap between HOMO and LUMO: 8.55 eV
Charge: +1

3.
The following is a quantum chemistry calculation of C8H15BIrN4O7P2 as an isolated structure, from the OMol25 dataset.

Cartesian coordinates (Å):
Ir (-0.11881, -0.53947, -0.67377)
C (2.81271, -2.25613, 2.38761)
C (2.60322, -0.86720, 1.79041)
O (3.44892, 0.02518, 2.47937)
P (3.04938, -0.86718, -0.00291)
O (4.25529, -1.81240, -0.28749)
O (3.58610, 0.56253, -0.34465)
O (1.83298, -1.23098, -0.84597)
P (0.84761, -0.33214, 1.88581)
O (0.53468, 0.08075, 3.35146)
O (0.73542, 0.84265, 0.90823)
O (-0.07790, -1.42196, 1.31803)
H (3.86404, -2.53019, 2.32020)
H (2.20074, -3.00663, 1.88563)
H (2.53894, -2.22803, 3.44206)
H (3.36065, 0.92969, 2.14521)
H (4.09556, -2.72459, -0.56932)
H (4.52509, 0.62843, -0.58027)
H (-0.02056, -0.49390, 3.89681)
B (-3.09239, 1.44740, -1.23570)
N (-3.18815, -0.02562, -1.14859)
C (-4.36288, -0.71061, -1.16574)
C (-4.10193, -2.05326, -1.07676)
C (-2.71371, -2.13602, -0.99940)
N (-2.16407, -0.91640, -1.04711)
N (-1.77385, 2.08552, -1.29756)
C (-1.55048, 3.43017, -1.33402)
C (-0.21821, 3.64884, -1.55077)
C (0.33834, 2.37031, -1.64535)
N (-0.59897, 1.43026, -1.51333)
H (-3.85380, 1.88555, -2.15194)
H (-3.88105, 2.03443, -0.47610)
H (-5.29713, -0.17695, -1.23888)
H (-4.80910, -2.86361, -1.06606)
H (-2.08930, -3.01091, -0.90604)
H (-2.37018, 4.12087, -1.21617)
H (0.28545, 4.59528, -1.63704)
H (1.36741, 2.08629, -1.79989)

Forces on atoms 1 to 6 (eV/Å):
Ir 0.000 -0.032 0.011
C -0.093 0.010 -0.012
C 0.194 0.020 0.045
O -0.019 -0.016 -0.077
P -0.228 -0.037 0.021
O 0.018 -0.006 0.003

Properties
HOMO energy (alpha / beta): -15.47 / -16.32 eV
Gap between HOMO and LUMO (alpha / beta): 9.93 / 6.61 eV
Expectation value of S²: 8.7684
Spin multiplicity: 6
Charge: +2

4.
The following is a quantum chemistry calculation of C11H15AsB2ClCrF6O2S3 as an isolated structure, from the OMol25 dataset.

Cartesian coordinates (Å):
Cr (1.04881, 0.89177, 0.49866)
S (2.11100, 0.21006, -1.44912)
C (2.39741, -1.49265, -1.20566)
C (3.20504, -2.20854, -2.09889)
C (3.39023, -3.57539, -1.97890)
C (2.76684, -4.26524, -0.94227)
C (1.97371, -3.57145, -0.04326)
C (1.77485, -2.19134, -0.15438)
S (0.75306, -1.35535, 0.99609)
H (3.68770, -1.66116, -2.90138)
H (4.01784, -4.10017, -2.69071)
H (2.90113, -5.33570, -0.83411)
H (1.48827, -4.09366, 0.77343)
F (0.14135, 4.79915, -1.21290)
B (-0.56301, 3.76143, -0.61943)
F (0.26470, 2.56022, -0.65840)
F (-0.87122, 4.04379, 0.71424)
F (-1.73626, 3.47596, -1.32329)
Cl (-0.71631, -2.92671, -4.43826)
C (0.01178, -1.58825, -3.46247)
C (-1.10612, -0.64292, -3.09213)
O (-1.52353, 0.21890, -3.80118)
O (-1.56442, -0.91810, -1.84257)
H (0.73516, -1.07672, -4.08500)
H (0.47975, -2.03510, -2.59511)
F (-2.98462, 0.96082, -1.47225)
B (-2.46900, -0.18824, -1.10951)
F (-2.89458, -0.75614, 0.01130)
C (-2.69443, 2.05227, 1.89282)
As (-0.85325, 1.48366, 2.26356)
C (-0.40092, 2.84621, 3.56366)
C (-1.25042, -0.00002, 3.47236)
S (2.42716, 1.77040, 1.95277)
H (-3.19720, 2.30341, 2.82934)
H (-3.24169, 1.25208, 1.39842)
H (-2.66204, 2.92073, 1.23669)
H (-1.20691, 2.95122, 4.29439)
H (-0.24275, 3.77299, 3.01732)
H (0.53829, 2.55682, 4.02885)
H (-1.97602, 0.30203, 4.23041)
H (-0.32091, -0.31513, 3.94577)
H (-1.63845, -0.83598, 2.89112)

Forces on atoms 1 to 6 (eV/Å):
Cr 0.129 0.212 0.550
S 0.134 0.067 -0.335
C 0.076 -0.132 -0.004
C 0.004 0.045 -0.002
C 0.008 -0.022 -0.011
C -0.011 0.026 0.009

Properties
HOMO energy (alpha / beta): -0.51 / -1.07 eV
Gap between HOMO and LUMO (alpha / beta): 4.85 / 5.41 eV
Expectation value of S²: 3.8995
Spin multiplicity: 4
Charge: -2

5.
The following is a quantum chemistry calculation of a 2-piece molecular cluster, C3H8NO overall at a distorted geometry, from the OMol25 dataset.

Cartesian coordinates (Å):
C (0.17513, -0.89657, -0.41920)
C (-0.34132, -2.00393, -1.02887)
C (0.01696, 0.70190, 1.39377)
N (0.00050, -0.69146, 0.90649)
H (0.64580, -0.02245, -0.86410)
H (-0.05569, -2.15811, -2.05993)
H (-1.25561, -2.48250, -0.69389)
H (-0.95039, 0.79452, 1.92617)
H (0.09998, 1.75812, 0.01831)
H (-0.48344, -1.41098, 1.45385)
H (0.78974, 0.64855, 2.19109)
H (0.22562, 3.16471, -0.72924)
O (0.20648, 2.20912, -0.85925)

Forces on atoms 1 to 6 (eV/Å):
C 0.949 -0.480 1.723
C -0.189 1.011 -0.895
C -1.033 -4.499 2.531
N -1.280 2.316 -1.349
H 0.409 -0.410 -0.707
H -0.095 -0.165 -0.089

Properties
HOMO energy: -14.39 eV
Gap between HOMO and LUMO: 5.57 eV
Charge: +1

6.
The following is a quantum chemistry calculation of one molecule with the formula C10H13NO2Si at a distorted geometry, from the OMol25 dataset.

Cartesian coordinates (Å):
C (-2.80972, -1.48201, -1.20954)
C (-2.89446, -0.29692, -0.51956)
C (-1.72367, -2.28354, -1.12150)
C (-1.93041, 0.02977, 0.43792)
C (-0.68066, -1.95806, -0.36282)
C (-0.75426, -0.81370, 0.57424)
C (0.23578, 1.85909, 1.86985)
C (0.00150, 0.44430, 2.42123)
C (3.47390, 0.81828, 0.09265)
C (1.04349, 0.48683, -1.99275)
N (0.19394, -0.67538, 1.47232)
O (0.10706, 2.92822, 2.42089)
O (0.66320, 1.82027, 0.57780)
Si (1.81487, 1.39890, -0.51737)
H (-3.63457, -1.76927, -1.90023)
H (-3.79130, 0.38170, -0.64142)
H (-1.74779, -3.16855, -1.83910)
H (-2.04865, 1.00650, 0.75541)
H (0.21358, -2.63697, -0.22007)
H (0.73832, 0.44759, 3.14259)
H (-0.98733, 0.54783, 2.83018)
H (3.57410, 1.04258, 1.10862)
H (3.61610, -0.25536, 0.09479)
H (4.30247, 1.18834, -0.56962)
H (0.00346, 0.56443, -1.89287)
H (1.45590, 0.84116, -2.96037)
H (1.56516, -0.46605, -2.05124)

Forces on atoms 1 to 6 (eV/Å):
C -2.865 0.671 -1.366
C -0.804 1.061 1.186
C 0.103 -2.744 -2.680
C 0.067 -1.744 -2.379
C 2.613 0.062 3.035
C -1.196 -0.533 -0.977

Properties
HOMO energy (alpha / beta): -8.35 / -6.20 eV
Gap between HOMO and LUMO (alpha / beta): 8.71 / 4.43 eV
Charge: 0

7.
The following is a quantum chemistry calculation of C18H34FeN5PSe2Si2Te2 as an isolated structure at a distorted geometry, from the OMol25 dataset.

Cartesian coordinates (Å):
Fe (-0.79930, -1.29714, -0.61727)
C (-1.75619, -1.56866, 4.29199)
Si (-1.96051, -1.46446, 2.43115)
C (-3.16338, -0.08258, 2.10947)
C (-2.79308, -3.01917, 1.89404)
N (-0.51999, -1.13845, 1.46748)
C (0.76424, -1.00238, 1.80176)
C (1.26555, -0.95509, 3.15283)
C (2.58705, -0.79504, 3.43779)
C (3.53409, -0.65958, 2.39182)
C (3.12955, -0.68988, 1.09143)
C (1.75083, -0.86557, 0.71184)
N (1.31583, -0.88712, -0.54723)
Si (2.36631, -1.20654, -1.92574)
C (3.49657, 0.24630, -2.30768)
C (1.35486, -1.51080, -3.44247)
C (3.41984, -2.71399, -1.65907)
H (-2.75011, -1.77691, 4.70719)
H (-1.40046, -0.63106, 4.73150)
H (-1.08904, -2.37727, 4.60597)
H (-4.03573, -0.18775, 2.76527)
H (-3.51166, -0.14056, 1.07303)
H (-2.72621, 0.90679, 2.28308)
H (-3.73079, -3.11957, 2.45651)
H (-2.18636, -3.91153, 2.06255)
H (-3.04329, -2.98771, 0.82811)
H (0.56700, -1.04558, 3.96309)
H (2.91409, -0.76579, 4.47039)
H (4.58394, -0.52692, 2.62593)
H (3.87003, -0.57105, 0.31305)
H (2.92797, 1.15491, -2.53100)
H (4.10367, 0.01367, -3.19262)
H (4.18211, 0.48064, -1.48818)
H (0.74080, -0.65803, -3.74635)
H (0.68421, -2.36068, -3.29808)
H (2.04054, -1.74719, -4.26703)
H (4.00533, -2.68224, -0.73721)
H (4.11124, -2.82887, -2.50327)
H (2.77173, -3.59356, -1.61566)
Se (-2.40278, -1.26116, -2.19870)
Te (-3.85267, -3.26344, -2.60588)
Te (-1.42361, -5.20748, -1.77722)
Se (-0.24800, -3.48377, -0.52277)
C (-1.58375, 3.67317, -2.19221)
N (-0.21699, 3.15567, -2.26996)
C (0.54729, 3.68788, -1.14019)
N (-0.05306, 3.43467, 0.17172)
C (-1.42569, 3.94138, 0.15875)
N (-2.25644, 3.41030, -0.91969)
C (-2.50916, 1.96601, -0.72999)
P (-0.94775, 0.95692, -0.70284)
C (-0.22245, 1.67888, -2.25108)
C (-0.01281, 1.99981, 0.51105)
H (-2.17131, 3.23406, -2.99853)
H (-1.54576, 4.75528, -2.33515)
H (0.63207, 4.76896, -1.26602)
H (1.54902, 3.25613, -1.15750)
H (-1.38105, 5.02693, 0.04955)
H (-1.89743, 3.70782, 1.11463)
H (-3.13816, 1.58055, -1.52956)
H (-3.05158, 1.82698, 0.20357)
H (-0.79801, 1.29464, -3.09278)
H (0.79757, 1.31539, -2.35723)
H (1.02149, 1.65958, 0.54233)
H (-0.43025, 1.85125, 1.50731)

Forces on atoms 1 to 6 (eV/Å):
Fe 0.740 1.260 0.848
C 0.073 0.014 0.229
Si 0.492 0.234 -0.138
C -0.186 0.247 -0.067
C -0.178 -0.339 -0.205
N 0.050 -0.229 0.279

Properties
HOMO energy (alpha / beta): -3.07 / -3.83 eV
Gap between HOMO and LUMO (alpha / beta): 5.59 / 5.35 eV
Expectation value of S²: 8.8533
Spin multiplicity: 6
Charge: -1

8.
The following is a quantum chemistry calculation of C40H44AsF4N2OPRu as an isolated structure, from the OMol25 dataset.

Cartesian coordinates (Å):
Ru (0.55785, 0.52232, 1.79990)
C (3.72600, -0.06455, 1.34813)
N (2.72310, 0.69717, 2.11445)
C (2.97217, 2.13886, 1.89578)
C (2.90014, 0.35913, 3.55886)
C (1.58926, 0.52960, 4.29073)
N (0.64820, -0.29878, 3.52112)
C (-0.59015, -0.64226, 4.08815)
C (-1.25350, -1.76801, 3.59961)
F (-0.67496, -2.51955, 2.65881)
C (-2.48668, -2.15379, 4.08427)
F (-3.06067, -3.23753, 3.55611)
C (-3.11156, -1.46050, 5.10007)
C (-2.45355, -0.36041, 5.61420)
F (-3.01156, 0.35753, 6.58942)
C (-1.22573, 0.04735, 5.12475)
F (-0.69005, 1.16018, 5.64155)
H (4.73139, 0.19229, 1.69666)
H (3.64496, 0.18524, 0.29276)
H (3.55618, -1.12717, 1.49710)
H (3.99418, 2.38842, 2.19554)
H (2.27439, 2.73471, 2.48703)
H (2.84109, 2.37567, 0.84085)
H (3.71771, 0.94493, 3.98627)
H (3.16530, -0.69641, 3.60179)
H (1.28749, 1.57647, 4.38425)
H (1.69348, 0.13594, 5.30378)
H (-4.07277, -1.76944, 5.48436)
C (-2.65553, 2.96296, 1.06250)
C (-1.27333, 3.12576, 1.68519)
C (-0.31183, 3.77066, 0.70318)
C (-1.33355, 3.88898, 2.99805)
O (-0.80292, 1.80994, 2.01654)
H (-3.07446, 3.93774, 0.80570)
H (-3.33498, 2.47221, 1.76111)
H (-2.59743, 2.36598, 0.15049)
H (-0.74394, 4.69137, 0.30846)
H (-0.12159, 3.10780, -0.14229)
H (0.64063, 4.02823, 1.17457)
H (-1.61419, 4.92734, 2.81206)
H (-0.35883, 3.88503, 3.49051)
H (-2.06361, 3.44840, 3.67724)
C (0.48956, -0.21884, -1.57384)
C (1.86235, 0.33797, -1.91244)
As (2.04178, 1.09878, -3.75096)
C (1.50655, -0.48939, -4.74848)
C (1.69974, -1.77847, -4.25830)
C (1.39198, -2.88624, -5.03713)
C (0.88992, -2.71769, -6.31872)
C (0.71181, -1.43735, -6.82383)
C (1.02480, -0.33213, -6.04657)
C (0.36975, 2.11503, -3.75940)
C (-0.87303, 1.61380, -4.13632)
C (-2.00425, 2.41600, -4.06754)
C (-1.90508, 3.72942, -3.62955)
C (-0.66839, 4.24088, -3.26452)
C (0.46104, 3.43673, -3.32812)
P (0.19760, -0.99624, 0.06444)
C (-1.58021, -1.35985, -0.05699)
C (-2.00887, -2.20119, -1.08883)
C (-3.35483, -2.47341, -1.26137)
C (-4.29174, -1.90448, -0.40724)
C (-3.87556, -1.06218, 0.61081)
C (-2.52562, -0.78721, 0.78420)
C (1.02181, -2.61967, 0.08275)
C (0.32061, -3.77262, 0.43658)
C (0.95928, -5.00263, 0.46433)
C (2.30273, -5.10444, 0.13497)
C (3.00969, -3.96552, -0.22118)
C (2.37501, -2.73410, -0.24165)
H (0.18032, -0.97543, -2.29854)
H (-0.25683, 0.57942, -1.63839)
H (2.64438, -0.41708, -1.83877)
H (2.13310, 1.15292, -1.23695)
H (2.10746, -1.94236, -3.26677)
H (1.55136, -3.88157, -4.64185)
H (0.64844, -3.57978, -6.92643)
H (0.33498, -1.29712, -7.82870)
H (0.89052, 0.66024, -6.46287)
H (-0.96603, 0.59168, -4.48305)
H (-2.96446, 2.01495, -4.36658)
H (-2.78659, 4.35651, -3.58972)
H (-0.57909, 5.27088, -2.94362)
H (1.42792, 3.85838, -3.07041)
H (-1.28810, -2.66179, -1.75532)
H (-3.67343, -3.13033, -2.05986)
H (-5.34434, -2.11866, -0.53825)
H (-4.60107, -0.61393, 1.27774)
H (-2.22544, -0.11613, 1.57797)
H (-0.72472, -3.71770, 0.70304)
H (0.39917, -5.88422, 0.74651)
H (2.79534, -6.06760, 0.15101)
H (4.05635, -4.03423, -0.48707)
H (2.94620, -1.86183, -0.52778)

Forces on atoms 1 to 6 (eV/Å):
Ru -0.207 0.586 -0.559
C -0.063 0.043 0.004
N 0.039 -0.185 0.147
C -0.079 -0.012 0.135
C 0.069 -0.072 -0.037
C 0.155 -0.302 0.061

Properties
HOMO energy (alpha / beta): -10.71 / -10.71 eV
Gap between HOMO and LUMO (alpha / beta): 7.43 / 7.36 eV
Expectation value of S²: 0.7566
Spin multiplicity: 2
Charge: +1